[1]
{"formula": "C12H12F4O12", "method": "ωB97M-V/def2-TZVPD", "orbital_gap_ha": [0.3661, 0.1264], "largest_force_ev_per_a": 8.24, "s2": 0.771, "e_homo_ev": [-13.8102, -13.8096], "mol_weight_g_mol": 424.2, "multiplicity": 2, "lumo_ha": [-0.141, -0.381], "total_charge": 1, "elements": ["C", "C", "O", "C", "O", "O", "F", "H", "H", "H", "C", "C", "O", "C", "O", "O", "F", "H", "H", "H", "C", "C", "O", "C", "O", "O", "F", "H", "H", "H", "C", "C", "O", "C", "O", "O", "F", "H", "H", "H"], "coordinates": [[2.44272, 0.92789, -0.94159], [3.21774, 0.01022, -0.09342], [2.91216, 0.41496, 1.21639], [2.39647, 1.57036, 1.26971], [2.07397, 2.12009, 2.35347], [2.27846, 1.99897, -0.00182], [4.49983, 0.23265, -0.36316], [1.44054, 0.52477, -1.08735], [2.97112, 1.31028, -1.81490], [3.11376, -1.05549, -0.29724], [-1.02310, -3.18341, -2.94529], [-0.36581, -2.03341, -3.48648], [0.98820, -2.45881, -3.58278], [1.30110, -3.12830, -2.60555], [2.43474, -3.23099, -2.05423], [0.11537, -3.50878, -2.10308], [-0.66388, -0.99410, -2.66349], [-1.20867, -3.90277, -3.74290], [-1.91711, -3.01026, -2.34623], [-0.60855, -1.82314, -4.52810], [-2.39770, 3.54360, 1.89811], [-1.29589, 4.27690, 1.16683], [-0.93573, 3.45228, 0.04507], [-1.40264, 2.17757, 0.23685], [-1.06914, 1.22257, -0.48482], [-2.18807, 2.21900, 1.36749], [-0.24727, 4.26350, 2.01144], [-3.38713, 3.95174, 1.69183], [-2.26221, 3.52905, 2.97956], [-1.70274, 5.27628, 1.01244], [-1.36493, -1.97557, 1.02672], [-0.02345, -1.83041, 1.82470], [-0.15964, -0.65590, 2.54135], [-1.51311, -0.46371, 2.76720], [-1.91781, 0.36674, 3.57630], [-2.20919, -1.24520, 1.89940], [0.86217, -1.80326, 0.80502], [-1.68116, -3.00399, 0.85218], [-1.56080, -1.36666, 0.14413], [0.05756, -2.71512, 2.45623]], "forces_ev_per_angstrom": [[-0.67, 0.48, 0.63], [0.98, -2.06, -1.96], [0.79, -2.56, 2.38], [0.40, -0.34, -3.85], [-0.21, 0.89, -0.26], [-1.81, 2.76, 2.10], [1.74, 0.61, 0.69], [-0.38, 0.23, -0.52], [-0.28, -0.18, 0.02], [-0.88, -0.07, 0.75], [0.90, -1.66, 0.68], [-1.10, 1.26, -3.32], [0.10, 5.61, -5.98], [3.51, -2.33, 7.08], [-4.33, -0.10, -2.17], [-0.76, -3.57, 3.32], [1.38, 0.71, -0.06], [0.11, -0.49, 0.36], [0.36, 0.06, 0.00], [-0.18, 0.70, 0.22], [0.34, -0.89, -0.89], [-1.18, -0.79, 0.77], [-0.47, 0.76, 0.16], [0.29, -0.36, 0.05], [-1.26, 2.76, 2.78], [-0.12, -1.83, -1.36], [1.30, 0.61, 0.10], [-0.09, -0.46, -0.37], [0.25, -0.13, -0.17], [1.14, 0.22, -1.10], [-0.33, 1.11, 0.99], [-2.83, -1.33, -2.56], [0.41, -0.05, 0.16], [-1.15, 2.22, 1.10], [0.99, -2.95, -2.62], [-1.32, 0.72, 2.60], [2.04, 0.58, 0.36], [-0.08, 0.09, 0.45], [1.48, -0.40, -0.72], [0.93, 0.19, 0.17]]}

[2]
{"formula": "C5H10O2", "method": "ωB97M-V/def2-TZVPD", "smiles": "C=C(O)/C=C/C.O", "orbital_gap_ha": 0.3480, "largest_force_ev_per_a": 3.58, "e_homo_ev": -8.8201, "mol_weight_g_mol": 102.1, "lumo_ha": 0.024, "elements": ["C", "C", "C", "O", "C", "C", "H", "H", "H", "H", "H", "H", "H", "H", "H", "H", "O"], "coordinates": [[-0.75446, 2.15971, 1.07755], [2.87961, -0.95576, 0.70964], [1.69038, -0.79182, 0.13701], [1.32697, -1.46532, -0.99878], [0.57241, 0.01592, 0.84252], [-0.19109, 1.01166, 0.32390], [-1.41423, 2.48955, 0.29668], [-1.36127, 1.81797, 2.02609], [-0.07248, 2.99970, 1.34950], [3.72018, -1.59405, 0.43431], [3.08143, -0.41812, 1.60384], [0.97430, -0.68493, -1.43123], [0.60154, -0.24302, 1.85296], [-0.28918, 0.97319, -0.83813], [-3.55768, -2.03010, -3.19882], [-3.78201, -1.21417, -1.91513], [-3.42442, -2.07039, -2.27191]], "forces_ev_per_angstrom": [[-1.78, -0.64, 1.10], [0.10, -0.08, 0.13], [-0.78, -0.74, 1.31], [0.24, 0.87, -0.11], [0.94, 0.69, -2.19], [2.49, -2.30, -1.15], [-1.03, 1.19, 0.43], [1.17, 0.76, -1.81], [-0.20, -0.97, -0.28], [-0.61, 0.13, -0.66], [-0.10, 0.40, 0.75], [-0.73, -0.45, -1.36], [-0.02, 0.45, 1.83], [0.32, 0.68, 2.02], [-0.22, 0.10, -1.37], [0.54, -1.33, -0.60], [-0.32, 1.24, 1.96]]}

[3]
{"formula": "C21H24BF24N2O4S", "method": "ωB97M-V/def2-TZVPD", "orbital_gap_ha": 0.2496, "largest_force_ev_per_a": 3.12, "e_homo_ev": -4.8181, "mol_weight_g_mol": 867.3, "lumo_ha": 0.073, "total_charge": -1, "elements": ["B", "C", "C", "C", "C", "S", "C", "N", "N", "C", "O", "H", "H", "H", "H", "H", "H", "H", "H", "H", "H", "H", "H", "C", "C", "C", "F", "F", "F", "F", "O", "C", "C", "F", "F", "F", "F", "H", "H", "H", "H", "C", "C", "C", "F", "F", "F", "F", "O", "C", "C", "F", "F", "F", "F", "H", "H", "H", "H", "C", "C", "C", "F", "F", "F", "F", "O", "C", "C", "F", "F", "F", "F", "H", "H", "H", "H"], "coordinates": [[3.50121, 0.61273, 4.04339], [2.85515, -0.80334, 3.46950], [3.90399, -1.61320, 2.69963], [4.80487, -2.46052, 3.59843], [6.05916, -1.70578, 4.09660], [7.58785, -2.34177, 3.27008], [7.12217, -1.97459, 1.63250], [6.93533, -2.72421, 0.63344], [6.54532, -1.87152, -0.41334], [6.52743, -0.71758, 0.03812], [6.90165, -0.67047, 1.34815], [4.28384, 0.37831, 4.96543], [2.60490, 1.37625, 4.39042], [4.11899, 1.16989, 3.13103], [2.39154, -1.40868, 4.25296], [2.06196, -0.53198, 2.76553], [3.39613, -2.30947, 2.01992], [4.46654, -0.93007, 2.06592], [5.10701, -3.34346, 3.04065], [4.23344, -2.79325, 4.46466], [5.98468, -0.67524, 3.77885], [6.19949, -1.76444, 5.16735], [6.25404, 0.19340, -0.45389], [3.37027, -2.85172, -2.81599], [2.41244, -1.96570, -2.00033], [0.91533, -2.08055, -2.29071], [0.61269, -1.72965, -3.56097], [0.23905, -1.24100, -1.46967], [2.80323, -0.67221, -2.08057], [2.55798, -2.34802, -0.70640], [4.04048, -2.27589, -3.93395], [3.48280, -2.23154, -5.18636], [3.26750, -0.79469, -5.67251], [2.47405, -0.10356, -4.83259], [2.66766, -0.82159, -6.88931], [2.35443, -2.96725, -5.27746], [4.37920, -2.78756, -6.03971], [4.18377, -3.08103, -2.12739], [2.91980, -3.81155, -3.06997], [0.55829, -3.09763, -2.10883], [4.22673, -0.27965, -5.75576], [-0.36939, 2.82927, -1.00951], [-1.02413, 1.83750, -0.03301], [-2.16093, 0.96572, -0.56644], [-3.21307, 1.71261, -0.98064], [-2.60665, 0.15765, 0.42450], [-1.41581, 2.49207, 1.08474], [-0.04485, 0.97189, 0.32079], [-0.77566, 4.19570, -0.96485], [-1.84403, 4.67200, -1.68301], [-2.96010, 5.20280, -0.77669], [-3.40954, 4.25071, 0.06275], [-4.00302, 5.60703, -1.54593], [-2.30915, 3.77498, -2.57733], [-1.39846, 5.73673, -2.39627], [0.67251, 2.86651, -0.69577], [-0.35714, 2.44691, -2.03035], [-1.81756, 0.33904, -1.39303], [-2.59734, 6.04843, -0.18911], [-6.06139, 1.08825, 0.54112], [-6.23273, -0.16564, -0.33577], [-7.51178, -0.28384, -1.16625], [-8.61862, -0.32384, -0.39704], [-7.47114, -1.43684, -1.87963], [-6.05060, -1.27524, 0.41219], [-5.22228, -0.13100, -1.25202], [-6.36022, 0.99187, 1.92894], [-7.62408, 1.19162, 2.42950], [-8.18327, -0.06619, 3.10093], [-8.22405, -1.10251, 2.24196], [-9.44875, 0.18028, 3.52235], [-8.47330, 1.68749, 1.50383], [-7.52048, 2.12813, 3.40305], [-4.99242, 1.28408, 0.52931], [-6.52604, 1.96530, 0.08964], [-7.59196, 0.55122, -1.86767], [-7.56495, -0.34090, 3.95789]], "forces_ev_per_angstrom": [[-0.32, -0.30, 0.02], [0.58, 0.95, -0.33], [-0.99, -0.63, 0.14], [0.37, 0.39, 0.06], [-0.36, -0.24, -1.12], [0.12, -0.30, 0.32], [0.14, 1.03, 1.37], [-0.26, -1.00, -1.24], [-0.05, -2.76, -1.46], [0.22, 1.95, 1.80], [-0.14, 0.80, -0.42], [0.05, 0.12, 0.17], [0.00, 0.06, 0.24], [0.14, -0.02, -0.14], [-0.01, -0.18, 0.06], [-0.15, -0.07, -0.05], [0.06, -0.11, -0.10], [0.23, 0.05, 0.00], [0.17, -0.24, 0.10], [-0.10, -0.06, 0.02], [-0.03, 0.33, 0.38], [0.30, -0.02, 0.12], [-0.05, 0.21, -0.02], [0.48, -0.53, 0.11], [0.47, 0.38, -0.13], [-0.33, -0.06, 0.14], [0.16, 0.01, -0.05], [0.06, 0.01, -0.02], [-0.14, -0.05, -0.12], [-0.14, -0.18, -0.03], [-0.59, 0.50, -0.18], [0.20, -0.57, 0.48], [0.01, 0.29, -0.14], [-0.06, -0.12, 0.04], [0.06, -0.06, 0.06], [0.05, 0.21, 0.04], [-0.04, 0.04, -0.07], [0.02, 0.15, 0.04], [-0.25, 0.13, -0.11], [0.08, -0.01, -0.01], [0.02, -0.08, 0.01], [0.57, 0.13, -0.34], [0.06, 0.51, 0.29], [-0.05, -0.39, -0.03], [0.14, 0.25, -0.02], [0.03, 0.09, 0.03], [-0.15, -0.08, -0.15], [0.01, -0.13, -0.07], [-0.76, -0.15, 0.18], [0.69, -0.35, -0.16], [-0.19, 0.18, 0.18], [0.03, -0.10, -0.10], [0.10, -0.02, -0.01], [-0.05, 0.04, 0.21], [-0.09, 0.04, 0.00], [-0.03, 0.01, 0.10], [-0.27, -0.06, 0.01], [0.04, 0.07, 0.00], [0.06, -0.01, -0.06], [0.38, 0.57, 0.04], [0.12, -0.17, 0.58], [-0.12, -0.12, -0.33], [0.08, 0.06, 0.16], [0.06, 0.05, 0.05], [-0.16, 0.03, -0.06], [-0.15, 0.08, -0.12], [-0.58, -0.56, -0.10], [0.48, 0.46, -0.36], [-0.10, -0.24, 0.20], [-0.01, 0.09, -0.11], [0.09, 0.05, -0.03], [0.06, -0.22, 0.06], [-0.07, -0.04, 0.03], [0.03, -0.08, 0.01], [-0.24, -0.14, -0.05], [0.03, 0.03, 0.05], [0.02, 0.08, -0.02]]}

[4]
{"formula": "C5H9NO2", "method": "ωB97M-V/def2-TZVPD", "smiles": "C=C(C)N(O)C(=C)O", "orbital_gap_ha": 0.3422, "largest_force_ev_per_a": 7.29, "e_homo_ev": -8.6733, "mol_weight_g_mol": 115.1, "lumo_ha": 0.023, "elements": ["C", "N", "C", "C", "C", "C", "O", "O", "H", "H", "H", "H", "H", "H", "H", "H", "H"], "coordinates": [[-2.40478, -0.29315, 0.00793], [-0.14757, 0.61571, 0.42781], [-0.63198, -0.55865, 0.03000], [1.57938, 0.62577, 0.28606], [-0.26746, -1.83337, 0.12778], [2.38968, -0.03417, -0.54388], [-0.60052, 1.82850, -0.08745], [2.08206, 1.71204, 0.95213], [-0.29967, 1.81174, -1.01651], [1.30044, 2.21513, 1.23383], [-2.84971, -1.11630, 0.56584], [-2.72276, 0.64995, 0.44591], [-2.63982, -0.34658, -1.05436], [0.75370, -2.10132, 0.36739], [-1.00608, -2.62640, 0.11554], [2.01459, -0.74589, -1.26657], [3.45052, 0.19701, -0.59145]], "forces_ev_per_angstrom": [[2.91, -1.00, -0.62], [7.20, 0.63, 0.91], [-7.12, -0.74, 0.43], [-1.70, 1.74, -0.36], [0.96, 0.31, 0.10], [-1.11, -0.34, -0.12], [0.21, -0.49, -0.96], [-1.22, -0.63, 0.25], [-0.32, 0.35, 0.13], [0.32, 0.05, 0.19], [0.13, -0.03, -0.21], [0.42, 0.00, -0.11], [-0.39, 0.05, 0.16], [0.03, -0.09, -0.16], [0.04, 0.25, -0.22], [-0.08, -0.23, 0.34], [-0.28, 0.15, 0.24]]}

[5]
{"formula": "C15H26AsIrN2O7S2", "method": "ωB97M-V/def2-TZVPD", "orbital_gap_ha": [0.2384, 0.2407], "largest_force_ev_per_a": 1.23, "e_homo_ev": [-7.0134, -7.0919], "mol_weight_g_mol": 677.7, "lumo_ha": [-0.019, -0.020], "elements": ["Ir", "O", "C", "O", "C", "C", "C", "C", "C", "N", "C", "O", "O", "H", "H", "H", "H", "H", "C", "S", "O", "O", "O", "H", "H", "H", "C", "C", "C", "C", "N", "H", "H", "H", "H", "H", "H", "H", "H", "H", "C", "As", "C", "C", "S", "H", "H", "H", "H", "H", "H", "H", "H", "H"], "coordinates": [[-0.12350, 0.42998, -0.29859], [3.56570, -1.83731, -1.42360], [2.25930, -1.57613, -1.58051], [1.81288, -0.83248, -2.40698], [1.41270, -2.38934, -0.65059], [1.69324, -3.72794, -0.44777], [0.82184, -4.47316, 0.33400], [-0.26443, -3.84244, 0.90668], [-0.45472, -2.48506, 0.67299], [0.35717, -1.77137, -0.10261], [-1.57568, -1.82853, 1.47302], [-2.63447, -1.38269, 0.85783], [-1.45899, -1.83067, 2.67866], [4.04356, -1.30551, -2.07829], [2.56910, -4.16729, -0.90237], [0.99926, -5.52709, 0.50151], [-0.95842, -4.36324, 1.55043], [-2.47443, -1.19338, -0.11677], [-1.19292, -0.52965, -3.90637], [-2.33515, 0.07889, -2.70214], [-2.27104, 1.50287, -2.77026], [-3.58964, -0.59390, -2.89570], [-1.72781, -0.45613, -1.38435], [-1.52832, -0.16850, -4.87672], [-1.19785, -1.61654, -3.88419], [-0.20496, -0.14237, -3.67083], [0.07895, 4.05322, 0.57948], [-0.46311, 3.34367, -0.67061], [-1.70249, 4.11150, -1.15366], [0.58762, 3.30149, -1.78087], [-0.90903, 2.02643, -0.26104], [0.29860, 5.09068, 0.32268], [0.99283, 3.58513, 0.94341], [-0.67692, 4.05374, 1.36716], [-1.45050, 5.16255, -1.31500], [-2.49096, 4.04605, -0.40305], [-2.08243, 3.68437, -2.07716], [0.83138, 4.31704, -2.10413], [0.18956, 2.75067, -2.63369], [1.50237, 2.81327, -1.44340], [2.47701, 2.05653, 3.76769], [1.28033, 0.90359, 2.79548], [-0.50306, 1.48038, 3.20968], [1.51863, -0.83330, 3.58350], [1.85401, 0.99072, 0.73135], [2.26716, 1.99782, 4.83469], [2.33939, 3.07727, 3.41651], [3.50054, 1.74267, 3.57238], [-0.73872, 1.15622, 4.22277], [-1.18747, 1.02653, 2.49736], [-0.54882, 2.56442, 3.12847], [1.45171, -0.73348, 4.66694], [2.49826, -1.21343, 3.30014], [0.72376, -1.49046, 3.23702]], "forces_ev_per_angstrom": [[-0.35, 0.19, 0.07], [0.06, -0.02, 0.00], [-0.10, 0.01, -0.11], [0.14, 0.03, 0.00], [-0.03, -0.08, 0.10], [-0.04, 0.06, 0.02], [-0.02, -0.01, 0.01], [0.12, -0.02, -0.06], [-0.15, -0.15, 0.19], [0.07, 0.21, -0.10], [0.36, 0.18, -0.04], [-0.20, 0.01, -0.26], [-0.08, -0.05, -0.04], [-0.01, 0.01, -0.01], [-0.01, 0.00, 0.00], [0.00, 0.00, 0.00], [0.02, -0.04, 0.00], [0.04, 0.07, 0.19], [-0.01, 0.01, -0.08], [0.38, -1.14, 0.24], [-0.17, 0.61, -0.01], [-0.09, 0.18, -0.04], [-0.04, 0.16, -0.19], [0.00, -0.01, 0.00], [0.00, 0.00, 0.02], [0.01, -0.01, 0.00], [-0.04, -0.01, 0.01], [0.01, 0.09, -0.24], [0.02, 0.02, 0.05], [0.05, 0.08, 0.02], [0.05, -0.13, 0.37], [0.02, 0.01, 0.00], [-0.01, -0.01, 0.00], [0.00, 0.00, 0.00], [0.00, -0.01, -0.02], [0.01, 0.03, 0.01], [0.00, -0.01, -0.01], [0.00, 0.00, -0.02], [0.00, 0.00, 0.00], [-0.01, 0.01, 0.00], [-0.01, 0.00, 0.04], [0.00, 0.05, 0.06], [0.01, -0.03, 0.01], [-0.02, 0.00, 0.01], [0.03, -0.25, -0.14], [0.01, 0.01, 0.00], [0.00, 0.00, -0.01], [0.00, 0.00, 0.00], [0.01, 0.03, 0.01], [0.00, 0.01, -0.02], [-0.01, -0.03, -0.01], [0.01, -0.01, 0.00], [-0.01, 0.00, -0.01], [0.00, -0.02, -0.03]]}